Entry 1:
Here is C5H11O3SSi as an isolated structure in a non-equilibrium geometry from the Open Molecules 2025 dataset. Energies are from ωB97M-V/def2-TZVPD.

Geometry as XYZ:
```
21
C5H11O3SSi, DFT ωB97M-V/def2-TZVPD
C -3.39 -0.10 -1.22
C -2.06 -0.03 -1.55
C -0.31 0.91 0.94
C 1.90 -1.12 1.02
C 1.11 0.37 -1.75
O -2.28 -2.93 -1.40
O -0.37 -1.70 -0.39
O -0.67 -1.98 -2.93
Si 0.53 -0.43 -0.14
S -1.43 -1.76 -1.67
H -4.09 -0.88 -0.87
H -3.93 0.91 -1.21
H -0.87 1.71 0.18
H -1.17 0.48 1.54
H 0.43 1.53 1.45
H 1.85 -2.13 1.34
H 2.79 -1.02 0.41
H 1.93 -0.47 1.84
H 1.07 1.46 -1.70
H 2.12 0.17 -2.14
H 0.31 -0.07 -2.40
```

Computed properties:
Lowest unoccupied orbital energy   3.618 eV
Net charge   -1
Spin multiplicity   1
Energy relative to the best compared isomer or geometry (same formula, charge and spin)   25.5 kcal per mole
Kohn-Sham gap   7.931 eV

Entry 2:
Here is C5H11O3Zn as an isolated structure in a non-equilibrium geometry from the Open Molecules 2025 dataset. Energies are from ωB97M-V/def2-TZVPD.

Geometry as XYZ:
```
20
C5H11O3Zn, DFT ωB97M-V/def2-TZVPD
C -0.51 1.53 1.02
O -1.09 0.28 0.59
C -0.67 -0.26 -0.65
C 0.80 -0.61 -0.67
O 1.07 -1.41 0.47
C 1.56 -2.72 0.23
H -1.07 1.90 1.88
H 0.52 1.80 0.71
H -0.89 0.40 -1.50
H -1.28 -1.17 -0.76
H 1.45 0.27 -0.59
H 1.05 -1.09 -1.63
H 0.82 -3.29 -0.34
H 2.50 -2.64 -0.33
H 1.75 -3.20 1.19
Zn 0.26 -0.63 2.14
O -2.73 2.33 -0.61
C -1.50 2.54 -0.27
H -1.29 3.51 0.23
H -0.74 2.44 -1.09
```

Computed properties:
Lowest unoccupied orbital energy (alpha / beta)   0.285 / -1.724 eV
Net charge   0
Spin multiplicity   2
Energy relative to the best compared isomer or geometry (same formula, charge and spin)   68.7 kcal per mole
Kohn-Sham gap (alpha / beta)   7.652 / 4.815 eV

Entry 3:
Here is a 2-piece molecular cluster, C5H11O4 overall in a non-equilibrium geometry from the Open Molecules 2025 dataset. Energies are from ωB97M-V/def2-TZVPD.

Geometry as XYZ:
```
20
C5H11O4, DFT ωB97M-V/def2-TZVPD
O 0.81 2.83 -0.60
C 0.07 1.92 0.18
C 0.23 0.53 -0.34
C 0.84 0.37 -1.69
C 0.01 -0.68 0.41
O -0.80 -0.20 1.39
O 0.40 -0.18 2.77
C -0.84 -1.76 -0.29
O -0.98 -2.81 0.63
H 0.72 3.73 -0.22
H 0.38 1.92 1.24
H -1.01 2.18 0.16
H 1.10 -0.69 -1.88
H 0.15 0.69 -2.49
H 1.76 0.97 -1.81
H 0.96 -1.12 0.76
H -0.23 -0.72 3.32
H -1.82 -1.33 -0.53
H -0.32 -2.12 -1.20
H -1.45 -3.54 0.19
```

Computed properties:
Lowest unoccupied orbital energy (alpha / beta)   -1.322 / -1.681 eV
Net charge   0
Spin multiplicity   2
Energy relative to the best compared isomer or geometry (same formula, charge and spin)   95.8 kcal per mole
Kohn-Sham gap (alpha / beta)   5.563 / 6.239 eV

Entry 4:
Here is C5H11O6PS as an isolated structure from the Open Molecules 2025 dataset. Energies are from ωB97M-V/def2-TZVPD.

Geometry as XYZ:
```
24
C5H11O6PS, DFT ωB97M-V/def2-TZVPD
C -0.66 2.39 -0.86
C -1.71 1.41 -1.37
O -1.30 0.05 -1.33
C -1.25 -0.53 -0.07
C 0.19 -0.69 0.48
P 0.50 0.20 2.10
O 0.92 -0.67 3.21
C 0.58 -2.17 0.66
O 2.00 -2.18 0.45
S 2.27 -1.28 -0.82
O 1.85 -1.97 -1.99
O 3.55 -0.70 -0.71
O 1.16 -0.18 -0.45
H 0.05 2.65 -1.64
H -0.08 1.97 -0.03
H -1.13 3.31 -0.52
H -1.93 1.61 -2.41
H -2.65 1.53 -0.81
H -1.86 0.04 0.65
H -1.69 -1.53 -0.14
H -0.72 0.87 2.31
H 1.39 1.22 1.73
H 0.11 -2.79 -0.10
H 0.40 -2.56 1.66
```

Computed properties:
Lowest unoccupied orbital energy   0.519 eV
Net charge   0
Spin multiplicity   1
Energy relative to the best compared isomer or geometry (same formula, charge and spin)   83.9 kcal per mole
Kohn-Sham gap   10.975 eV

Entry 5:
Here is one molecule with the formula C5H11OPS in a non-equilibrium geometry from the Open Molecules 2025 dataset. Energies are from ωB97M-V/def2-TZVPD.

Geometry as XYZ:
```
19
C5H11OPS, DFT ωB97M-V/def2-TZVPD
C -2.51 0.08 -0.27
C -0.21 -1.73 0.88
C -1.02 0.20 -0.49
C -0.20 -0.25 0.67
C 1.15 0.19 0.57
O -3.30 -0.06 -1.15
P 1.72 1.66 -0.07
S 2.17 -0.76 -0.67
H -2.74 0.11 0.74
H 0.48 -2.04 1.82
H -1.19 -2.16 1.17
H 0.34 -2.17 0.13
H -0.77 -0.37 -1.43
H -0.96 1.25 -0.72
H -0.58 0.13 1.65
H 1.47 3.01 0.48
H 1.79 1.99 -1.44
H 3.05 1.58 0.04
H 1.32 -0.68 -1.90
```

Computed properties:
Lowest unoccupied orbital energy   0.589 eV
Net charge   0
Spin multiplicity   1
Energy relative to the best compared isomer or geometry (same formula, charge and spin)   125.3 kcal per mole
Kohn-Sham gap   8.583 eV

Entry 6:
Here is a 2-piece molecular cluster, C5H11OPS overall in a non-equilibrium geometry from the Open Molecules 2025 dataset. Energies are from ωB97M-V/def2-TZVPD.

Geometry as XYZ:
```
19
C5H11OPS, DFT ωB97M-V/def2-TZVPD
C 1.42 1.03 -0.97
C 0.47 0.24 -0.53
C 2.51 0.61 -1.93
C -1.04 -2.04 1.24
C -1.81 -0.68 1.04
O -2.29 2.48 -0.06
P -0.55 0.69 0.83
S 0.56 0.85 2.47
H 1.60 2.06 -0.43
H 0.09 -0.76 -0.79
H 2.75 1.40 -2.70
H 2.32 -0.36 -2.16
H 3.40 0.56 -1.25
H -0.05 -2.13 0.70
H -0.77 -2.23 2.35
H -1.63 -2.90 1.01
H -2.24 -0.39 1.97
H -2.52 -0.79 0.27
H -2.19 2.36 -1.05
```

Computed properties:
Lowest unoccupied orbital energy (alpha / beta)   -1.733 / -1.733 eV
Net charge   0
Spin multiplicity   1
Energy relative to the best compared isomer or geometry (same formula, charge and spin)   107.7 kcal per mole
Kohn-Sham gap (alpha / beta)   7.239 / 7.240 eV

In the order shown, the computed M values come out to 179.3 184.5 135.1 230.2 150.2 150.2 g mol⁻¹.